A cluster of 2 separate species, C2 in total in a non-equilibrium geometry, computed with ωB97M-V with the def2-TZVPD basis set.

molar mass	24.02	Da
ΔE to the lowest compared entry with this formula, charge and spin	624.2	kJ/mol
highest occupied orbital energy	-8.3	eV

ORCA input file:
```
! RIJCOSX wB97M-V def2-TZVPD def2/J DEFGRID3
* xyz 0 1
C 0.28 0.18 1.19
C -0.28 -0.18 -1.19
*
```

A structure of composition C2 in a non-equilibrium geometry, computed with ωB97M-V with the def2-TZVPD basis set.

molar mass	24.02	Da
ΔE to the lowest compared entry with this formula, charge and spin	302.3	kJ/mol
highest occupied orbital energy	-9.4	eV

ORCA input file:
```
! RIJCOSX wB97M-V def2-TZVPD def2/J DEFGRID3
* xyz 0 1
C 0.73 0.52 0.32
C -0.73 -0.52 -0.32
*
```

The ion C2 with charge +1, computed with ωB97M-V with the def2-TZVPD basis set.

molar mass	24.02	Da
expectation value of S²	0.7508
ΔE to the lowest compared entry with this formula, charge and spin	2.9	kJ/mol
highest occupied orbital energy (alpha / beta)	-21.3 / -20.8	eV

ORCA input file:
```
! RIJCOSX wB97M-V def2-TZVPD def2/J DEFGRID3
* xyz 1 2
C 0.00 0.00 -0.66
C 0.00 0.00 0.66
*
```

Please write out number 3 again, unchanged.
The ion C2 with charge +1, computed with ωB97M-V with the def2-TZVPD basis set.

molar mass	24.02	Da
expectation value of S²	0.7508
ΔE to the lowest compared entry with this formula, charge and spin	2.9	kJ/mol
highest occupied orbital energy (alpha / beta)	-21.3 / -20.8	eV

ORCA input file:
```
! RIJCOSX wB97M-V def2-TZVPD def2/J DEFGRID3
* xyz 1 2
C 0.00 0.00 -0.66
C 0.00 0.00 0.66
*
```